Density functional theory data (ωB97M-V/def2-TZVPD) for C23H66AsF6O10 as an isolated structure at a distorted geometry.

Calculated values
**Total charge**: -1
**E_HOMO**: -0.2769 Eh
**M**: 691.7 Da
**Energy relative to the best compared isomer or geometry (same formula, charge and spin)**: 0.0000 eV
**Frontier orbital gap**: 9.81 eV

Atoms and positions in Å:
As: 0.302 -0.166 -0.659
F: -1.225 -0.454 -1.517
F: 0.104 1.615 -0.513
F: -0.512 -0.440 0.851
F: 1.204 0.065 -2.183
F: 1.845 -0.112 0.266
F: 0.613 -1.908 -0.843
O: -2.481 5.068 -1.745
O: 3.260 2.052 1.387
O: 6.527 -1.616 -2.606
O: 2.117 1.320 -4.441
O: -4.529 -5.343 -1.565
O: -6.001 0.815 0.324
O: -0.934 3.927 0.527
O: -0.510 -1.605 3.215
O: 0.544 -3.719 -2.718
O: 1.335 -1.659 5.191
C: 2.623 2.552 2.548
C: -1.816 3.612 1.550
C: -2.572 4.853 1.981
C: -4.826 0.118 0.007
C: 2.283 2.702 -4.215
C: 4.296 -0.997 -1.952
C: -1.611 -0.975 3.774
C: -2.801 -1.332 2.935
C: -1.808 4.619 -2.886
C: -3.464 -4.521 -1.942
C: 3.232 2.829 -3.007
C: 1.423 -4.717 -2.353
C: 3.637 3.007 3.579
C: -3.231 -3.453 -0.883
C: 2.838 -1.118 3.395
C: -1.042 2.963 2.676
C: -4.670 0.159 -1.524
C: 3.510 -0.702 5.869
C: -2.135 3.220 -3.163
C: 5.415 -2.017 -1.805
C: -3.840 -3.922 -3.260
C: 2.386 -0.753 4.814
C: 1.410 -5.845 -3.440
H: 6.785 -0.769 -2.235
H: 4.584 -0.004 -1.607
H: 3.421 -1.317 -1.387
H: -4.576 -3.121 -3.192
H: 4.383 3.639 3.097
H: -1.938 5.491 2.596
H: 5.836 -2.069 -0.801
H: -2.532 2.896 1.147
H: 3.243 3.894 -2.772
H: -4.112 -3.066 -0.370
H: 2.440 -4.327 -2.313
H: -3.480 4.664 2.555
H: -1.609 -1.409 4.775
H: 1.509 -5.518 -4.475
H: -4.445 1.149 -1.922
H: 5.121 -3.048 -2.002
H: -1.445 0.101 3.739
H: -3.938 0.577 0.442
H: -0.420 3.144 0.314
H: 4.262 2.502 -3.147
H: 3.973 -1.670 6.062
H: -1.744 2.492 3.365
H: -3.695 -0.949 3.426
H: -2.742 -2.568 -1.290
H: -0.739 4.800 -2.772
H: 2.149 0.878 -3.589
H: 2.262 -6.485 -3.211
H: 0.452 -6.355 -3.334
H: -1.843 2.571 -2.337
H: 2.024 -1.047 2.674
H: -4.927 -0.892 0.403
H: -4.193 -4.722 -3.911
H: 1.170 -5.109 -1.368
H: 3.256 3.627 4.391
H: 1.973 1.753 2.902
H: -2.946 -3.482 -3.703
H: -2.121 5.191 -3.760
H: 3.634 -0.443 3.081
H: -6.164 0.648 1.255
H: -0.541 3.760 3.227
H: -1.717 2.858 -4.102
H: 0.736 -1.657 4.440
H: -2.789 -0.911 1.929
H: -5.609 -0.184 -1.957
H: 1.358 3.195 -3.917
H: -0.476 -1.241 2.328
H: -2.608 -5.190 -2.035
H: 4.078 2.114 4.022
H: 1.925 0.234 4.778
H: -5.329 -4.838 -1.408
H: -3.198 3.027 -3.303
H: 0.611 -3.011 -2.073
H: 3.273 -2.109 3.269
H: 3.147 -0.407 6.854
H: 1.962 3.345 2.199
H: 2.741 3.161 -5.092
H: -2.633 -3.918 -0.100
H: -2.154 4.541 -1.013
H: -2.908 5.389 1.093
H: -3.004 -2.398 2.837
H: -0.304 2.260 2.290
H: 2.628 1.540 0.877
H: -3.986 -0.585 -1.932
H: 3.901 -0.964 -2.968
H: 2.836 2.235 -2.184
H: 4.293 -0.014 5.552


Density functional theory data (ωB97M-V/def2-TZVPD) for a 9-piece molecular cluster, C23H67Cl4O28P7 overall at a distorted geometry.

Calculated values
**E_HOMO**: -0.3832 Eh
**M**: 1150.4 Da
**SMILES string**: COP(=O)(OC)OC.COP(=O)(OC)OC.COP(=O)(OC)OC.COP(=O)(OC)OC.COP(=O)(OC)OC.COP(=O)(OC)OC.COP(=O)(OC)OC.ClCCl.ClCCl
**Frontier orbital gap**: 10.70 eV

Atoms and positions in Å:
Cl: 0.203 5.241 -3.418
Cl: 1.004 4.952 -6.124
Cl: 0.244 0.432 1.033
Cl: 3.014 0.341 1.892
P: -0.652 8.113 4.403
P: -4.564 -4.881 6.326
P: 5.590 -6.634 2.707
P: -7.157 6.219 -2.851
P: 8.875 2.550 1.040
P: -4.614 -4.128 -4.111
P: 3.697 -3.471 -7.519
O: 0.852 8.606 4.744
O: -5.096 -3.436 6.826
O: -0.855 6.737 3.838
O: 9.941 3.277 0.052
O: -4.876 -4.816 4.736
O: -5.994 -4.194 -3.309
O: -1.352 8.413 5.820
O: -6.827 4.870 -1.954
O: 5.430 -7.963 3.603
O: -5.996 7.093 -3.109
O: 3.835 -4.495 -6.261
O: 3.858 -4.138 -8.840
O: 7.625 3.336 1.209
O: 4.842 -2.343 -7.188
O: -5.711 -5.910 6.908
O: 2.286 -2.656 -7.265
O: -4.874 -4.875 -5.539
O: -3.169 -5.242 6.655
O: 4.087 -6.515 2.085
O: -3.421 -4.595 -3.374
O: -7.786 5.536 -4.196
O: 5.615 -5.503 3.838
O: -8.384 6.891 -2.083
O: 8.699 1.052 0.458
O: -1.242 9.294 3.431
O: 9.708 2.411 2.438
O: 6.730 -6.647 1.756
O: -4.549 -2.587 -4.620
C: -4.591 -1.410 -3.749
C: 3.805 -5.417 1.250
C: 1.746 -1.875 -8.332
C: -6.034 -4.586 -6.275
C: 4.436 -5.243 4.578
C: 9.591 3.528 -1.309
C: -0.877 9.489 2.148
C: -1.613 7.361 6.715
C: 9.234 1.772 3.591
C: -6.668 -5.380 -2.952
C: -0.039 5.836 -5.018
C: 5.030 -9.251 3.024
C: -9.050 4.949 -4.280
C: -4.947 -3.068 8.173
C: -6.201 5.018 -0.711
C: -3.835 -5.081 3.821
C: 4.798 -1.612 -6.017
C: 1.855 1.020 0.725
C: -8.153 7.609 -0.874
C: 1.078 9.893 5.109
C: 9.833 0.259 0.200
C: -5.731 -7.286 6.566
C: 5.056 -5.267 -6.167
H: 4.484 -9.130 2.088
H: 10.805 0.605 0.553
H: -3.609 -0.945 -3.655
H: -1.006 6.472 6.541
H: 4.580 -5.605 5.596
H: 0.823 -2.272 -8.754
H: 10.321 3.063 -1.972
H: 5.915 -9.860 2.838
H: -4.282 -3.692 8.771
H: 2.453 -1.828 -9.160
H: -8.388 8.673 -0.837
H: 4.709 -4.836 1.071
H: 9.663 4.584 -1.568
H: 5.763 -1.184 -5.744
H: -3.636 -4.212 3.195
H: 9.620 -0.732 0.602
H: -4.954 -1.765 -2.784
H: 1.283 9.790 6.174
H: -5.618 -7.790 7.526
H: -8.794 7.324 -0.040
H: -2.922 -5.510 4.234
H: -0.264 10.388 2.089
H: 8.544 3.277 -1.480
H: -9.762 5.330 -3.549
H: -6.986 4.898 0.036
H: 8.909 2.482 4.351
H: 4.121 -0.762 -6.096
H: 0.031 6.916 -5.146
H: 5.482 -4.860 -5.251
H: 1.873 10.404 4.565
H: -9.497 5.103 -5.262
H: 4.385 -4.158 4.677
H: -6.734 -5.419 -6.205
H: -7.127 7.533 -0.514
H: 4.855 -6.337 -6.107
H: 0.250 10.580 4.937
H: -5.354 4.355 -0.533
H: 4.398 -2.139 -5.151
H: 3.455 -5.565 4.231
H: -7.584 -5.488 -3.532
H: 3.529 -5.690 0.231
H: -6.971 -5.361 -1.905
H: -5.340 -0.820 -4.277
H: 9.977 1.112 4.040
H: -1.038 5.510 -5.308
H: 1.590 -0.831 -8.058
H: 8.366 1.151 3.370
H: -0.296 8.643 1.780
H: -1.791 9.605 1.567
H: 9.935 0.280 -0.885
H: -4.912 -7.592 5.915
H: 4.480 -9.827 3.768
H: -4.512 -2.075 8.283
H: -5.807 6.013 -0.504
H: 3.007 -4.818 1.689
H: -6.655 -7.532 6.043
H: -6.462 -3.634 -5.963
H: 2.118 0.772 -0.303
H: -1.201 7.756 7.643
H: -4.066 -5.884 3.121
H: 5.766 -5.139 -6.984
H: 1.907 2.105 0.824
H: -2.676 7.125 6.773
H: -9.029 3.878 -4.078
H: -5.849 -4.529 -7.348
H: -5.919 -3.200 8.649
H: -6.097 -6.300 -3.076


- What is the frontier orbital gap in the second record?
  10.70 eV


- Among the records above, which one has the highest frontier orbital gap?
  C23H67Cl4O28P7